Molecular formula: CH3N3O3
Method: DFT, ωB97M-V with the def2-TZVPD basis set

XYZ file:
```
10
Properties=species:S:1:pos:R:3:lowdin_charge:R:1
C -1.14 -0.26 0.04 -0.360
N 0.12 0.16 0.32 0.106
N 1.40 -0.79 0.54 0.160
N 2.57 -0.15 0.01 -0.459
O 2.59 1.06 -0.15 0.065
O -1.58 -1.39 -0.14 0.038
O 3.51 -0.86 -0.16 0.099
H -1.69 0.61 0.12 0.109
H 0.37 1.03 -0.07 0.094
H 1.30 -1.80 0.39 0.148
```

The calculation puts the max |F| at 0.0918 hartree/bohr. The SMILES is O=CNN[N+](=O)[O-]. For the LUMO energy, the calculation gives 0.0 eV. The calculation puts the frontier orbital gap at 10.7 eV. Its total energy is -429.7139 hartree.

***

Molecular formula: C4H16NO2
Method: DFT, ωB97M-V with the def2-TZVPD basis set

XYZ file:
```
23
Properties=species:S:1:pos:R:3:lowdin_charge:R:1
C -0.18 -0.85 2.63 -0.036
C 0.22 -0.35 1.25 -0.400
N -0.99 -0.29 0.36 0.003
C -1.96 0.79 0.60 0.009
C 1.34 -1.13 0.63 -0.036
H -0.54 -1.87 2.54 0.097
H 0.71 -0.90 3.26 0.098
H -0.86 -0.15 3.12 0.084
H 0.53 0.69 1.36 0.152
H -1.45 -1.19 0.52 0.176
H -0.70 -0.28 -0.65 0.104
H -2.21 0.88 1.65 0.095
H -2.88 0.57 0.06 0.108
H -1.54 1.72 0.21 0.110
H 0.99 -2.09 0.22 0.103
H 1.72 -0.62 -0.24 0.072
H 2.16 -1.22 1.33 0.095
H 0.66 0.67 -2.64 0.023
H -0.39 -0.44 -2.83 0.078
O 0.01 0.12 -2.14 -0.066
H 1.32 2.61 -3.79 0.077
H 2.51 1.64 -3.79 0.087
O 1.54 1.69 -3.65 -0.033
```

Its net charge is +1. The calculation puts the max |F| at 0.0252 hartree/bohr. For the LUMO energy, the calculation gives -2.6 eV. The calculation puts the frontier orbital gap at 12.8 eV. Its total energy is -367.0210 hartree.

***

Molecular formula: C28H23BrF4N2PRuS
Method: DFT, ωB97M-V with the def2-TZVPD basis set

XYZ file:
```
61
Properties=species:S:1:pos:R:3:lowdin_charge:R:1
Ru 0.19 0.49 -1.53 0.805
F 6.42 -0.91 -3.10 0.255
C 5.16 -0.86 -2.88 -0.118
C 5.10 -1.00 -0.27 -0.093
F 6.33 -1.11 0.05 0.311
C 3.94 -1.03 0.59 -0.161
F 4.04 -1.17 1.88 0.189
C 2.82 -0.88 -0.18 -0.148
P 1.04 -0.91 0.21 1.006
C 0.53 -2.61 0.10 -0.388
C -0.40 -3.03 -0.85 -0.115
C -0.76 -4.36 -0.93 -0.041
C -0.19 -5.28 -0.06 -0.017
C 0.74 -4.88 0.89 -0.027
C 1.10 -3.55 0.98 -0.069
C 0.85 -0.27 1.87 -0.375
C -0.08 -0.88 2.70 -0.073
C -0.30 -0.36 3.97 -0.038
C 0.41 0.75 4.40 -0.026
C 1.35 1.35 3.57 -0.041
C 1.57 0.85 2.30 -0.100
C 2.87 -0.77 -2.85 -0.487
Br 0.12 1.55 -3.86 0.226
C 4.08 -0.82 -3.68 -0.192
F 4.06 -0.82 -4.98 0.183
H -0.85 -2.31 -1.53 0.069
H -1.48 -4.69 -1.67 0.123
H -0.47 -6.33 -0.13 0.130
H 1.17 -5.60 1.57 0.128
H 1.80 -3.23 1.75 0.120
H -0.61 -1.77 2.39 0.110
H -1.01 -0.85 4.64 0.124
H 0.26 1.13 5.40 0.127
H 1.91 2.21 3.92 0.124
H 2.31 1.33 1.67 0.112
C -5.05 2.46 -0.66 0.035
N -4.19 1.34 -1.18 -0.167
C -3.60 1.70 -2.51 0.014
C -3.15 0.85 -0.19 -0.067
C -2.08 1.86 0.11 -0.236
C -2.33 2.87 1.03 -0.007
C -1.38 3.87 1.29 0.006
C -0.16 3.85 0.65 -0.026
C 0.13 2.82 -0.23 -0.122
C -0.80 1.80 -0.48 -0.327
H -5.86 2.61 -1.38 0.121
H -4.45 3.36 -0.59 0.108
H -5.45 2.18 0.31 0.117
H -4.82 0.55 -1.33 0.188
H -2.93 2.54 -2.37 0.102
H -4.41 1.98 -3.18 0.121
H -3.07 0.84 -2.90 0.092
H -2.74 -0.06 -0.64 0.122
H -3.70 0.56 0.70 0.148
H -3.27 2.91 1.56 0.131
H -1.62 4.65 2.00 0.135
H 0.57 4.64 0.82 0.132
H 1.10 2.82 -0.73 0.106
S 1.28 -0.85 -3.39 0.694
C 3.30 -0.75 -1.52 -0.213
N 4.68 -0.81 -1.52 0.160
```

Its net charge is +3. The calculation puts the max |F| at 0.0139 hartree/bohr. For the LUMO energy (alpha / beta), the calculation gives -10.9 / -11.9 eV. The calculation puts the frontier orbital gap (alpha / beta) at 6.3 / 5.4 eV. As for the spin multiplicity: 5. Its total energy is -4997.0766 hartree.

***

Molecular formula: C5H12NO2
Method: DFT, ωB97M-V with the def2-TZVPD basis set

XYZ file:
```
20
Properties=species:S:1:pos:R:3:lowdin_charge:R:1
C 1.57 1.10 0.91 -0.034
C 0.38 0.17 1.09 -0.324
C -0.09 -0.35 -0.26 -0.171
C -1.15 0.57 -0.89 -0.074
C -1.86 -0.01 -2.07 -0.525
O -1.02 -0.77 -2.80 0.111
O -2.98 0.25 -2.39 0.153
N 0.88 -1.03 1.88 0.236
H 2.48 0.58 0.70 0.088
H 1.79 1.79 1.73 0.098
H 1.41 1.81 0.10 0.099
H -0.41 0.70 1.58 0.150
H -0.52 -1.37 -0.22 0.131
H 0.75 -0.58 -0.94 0.133
H -1.83 0.81 -0.07 0.131
H -0.71 1.54 -1.11 0.138
H -1.46 -1.33 -3.45 0.139
H 1.63 -1.46 1.35 0.173
H 1.09 -0.78 2.84 0.170
H 0.07 -1.65 1.99 0.176
```

Its net charge is +1. The calculation puts the max |F| at 0.0448 hartree/bohr. The SMILES is C[C@H]([NH3+])CCC(=O)O. For the LUMO energy, the calculation gives -3.8 eV. The calculation puts the frontier orbital gap at 10.0 eV. Its total energy is -402.7106 hartree.